A molecular structure, C70H59GaNO4P4STe at a distorted geometry. Source: the Open Molecules 2025 dataset; level of theory: ωB97M-V/def2-TZVPD.

The calculation puts the highest occupied orbital energy at -9.607 eV. Its net charge is +1. The LUMO energy comes out at -3.6 eV. The HOMO-LUMO gap comes out at 6.0 eV.

Last column: Mulliken charge in e.
Geometry (Å):
Ga1 -0.139 -1.024 -0.237  3.19
C1 4.334 2.234 4.155  -1.81
C2 4.444 0.698 4.238  1.82
C3 5.508 0.316 5.271  -2.22
C4 4.802 0.201 2.850  1.01
C5 6.111 0.182 2.388  -0.17
C6 6.411 -0.137 1.075  -1.54
C7 5.398 -0.435 0.187  -0.02
C8 4.080 -0.439 0.623  -0.19
P1 2.719 -0.800 -0.552  1.70
C9 3.281 0.338 -1.880  0.80
C10 4.058 -0.064 -2.959  -0.13
C11 4.390 0.840 -3.950  -1.03
C12 3.986 2.160 -3.852  -0.87
C13 3.265 2.583 -2.747  -0.49
C14 2.902 1.673 -1.773  -0.80
C15 3.226 -2.438 -1.153  0.33
C16 3.836 -3.333 -0.283  -0.89
C17 4.071 -4.637 -0.677  -0.80
C18 3.682 -5.063 -1.936  -0.97
C19 3.066 -4.176 -2.804  -0.70
C20 2.835 -2.870 -2.417  -0.30
C21 3.786 -0.123 1.948  -1.25
O1 2.463 -0.156 2.287  -0.29
C22 2.166 -0.200 3.619  -1.00
C23 0.874 -0.614 3.941  -0.12
C24 0.479 -0.665 5.273  -0.08
C25 1.368 -0.306 6.268  -1.58
C26 2.648 0.104 5.936  -0.20
C27 3.077 0.161 4.616  0.88
P2 -0.337 -0.980 2.604  2.05
C28 -1.649 0.110 3.284  1.27
C29 -1.364 1.472 3.233  -1.08
C30 -2.253 2.397 3.747  -0.72
C31 -3.451 1.966 4.299  -0.75
C32 -3.733 0.613 4.368  -0.59
C33 -2.830 -0.316 3.877  -0.74
C34 -0.897 -2.646 3.062  0.61
C35 -2.121 -3.094 2.569  -0.54
C36 -2.519 -4.400 2.781  -0.74
C37 -1.694 -5.274 3.471  -0.88
C38 -0.467 -4.838 3.947  -0.87
C39 -0.065 -3.530 3.740  -0.99
H1 5.288 2.659 3.856  0.41
H2 4.039 2.651 5.114  0.39
H3 3.587 2.520 3.417  0.45
H4 6.476 0.721 4.998  0.49
H5 5.594 -0.764 5.348  0.43
H6 5.262 0.712 6.250  0.51
H7 6.918 0.441 3.052  0.32
H8 7.436 -0.124 0.739  0.44
H9 5.622 -0.666 -0.843  0.54
H10 4.398 -1.085 -3.038  0.49
H11 4.976 0.509 -4.795  0.46
H12 4.243 2.858 -4.633  0.45
H13 2.988 3.621 -2.644  0.57
H14 2.316 1.991 -0.918  0.35
H15 4.108 -3.012 0.713  0.39
H16 4.544 -5.327 0.005  0.45
H17 3.841 -6.088 -2.234  0.42
H18 2.737 -4.510 -3.775  0.47
H19 2.313 -2.194 -3.081  0.24
H20 -0.524 -0.983 5.522  0.56
H21 1.062 -0.336 7.303  0.42
H22 3.315 0.401 6.729  0.33
H23 -0.417 1.784 2.808  0.44
H24 -2.011 3.451 3.743  0.47
H25 -4.152 2.684 4.694  0.44
H26 -4.653 0.276 4.819  0.53
H27 -3.050 -1.370 3.965  0.51
H28 -2.745 -2.427 1.989  0.40
H29 -3.468 -4.737 2.393  0.49
H30 -2.009 -6.294 3.631  0.41
H31 0.178 -5.526 4.475  0.44
H32 0.900 -3.201 4.099  0.34
Te1 -3.581 2.706 0.255  0.40
C40 -4.321 3.467 -1.628  0.25
C41 -5.432 2.880 -2.212  -0.39
C42 -5.819 3.307 -3.474  -0.49
N1 -5.176 4.238 -4.153  -0.63
C43 -4.128 4.804 -3.585  -0.39
C44 -3.654 4.461 -2.325  -0.15
C45 -2.343 1.433 -0.923  -1.44
P3 -2.630 -0.294 -1.021  1.17
C46 -4.351 -0.693 -0.589  1.07
C47 -4.754 -0.542 0.736  0.02
C48 -6.060 -0.821 1.097  -0.98
C49 -6.970 -1.244 0.141  -0.86
C50 -6.571 -1.393 -1.178  -0.75
C51 -5.260 -1.143 -1.542  -0.77
C52 -2.562 -0.718 -2.794  0.39
C53 -1.959 -1.900 -3.203  -0.97
C54 -1.900 -2.211 -4.551  -0.50
C55 -2.438 -1.347 -5.490  -0.97
C56 -3.062 -0.179 -5.080  -0.48
C57 -3.134 0.137 -3.735  0.13
P4 -0.606 1.640 -1.129  1.06
C58 -0.204 3.390 -0.826  1.12
C59 -0.442 3.874 0.459  -0.53
C60 -0.220 5.207 0.756  -0.84
C61 0.268 6.061 -0.220  -0.83
C62 0.579 5.565 -1.476  -1.06
C63 0.358 4.234 -1.779  -0.48
C64 -0.379 1.478 -2.938  1.18
C65 -1.018 2.374 -3.794  0.05
C66 -0.818 2.289 -5.159  -1.00
C67 0.017 1.312 -5.676  -1.20
C68 0.628 0.400 -4.830  -0.85
C69 0.423 0.476 -3.463  0.60
H33 -5.978 2.106 -1.693  0.44
H34 -6.678 2.871 -3.963  0.42
H35 -3.635 5.567 -4.169  0.44
H36 -2.789 4.956 -1.904  0.38
H37 -4.039 -0.215 1.482  0.06
H38 -6.372 -0.703 2.124  0.55
H39 -7.988 -1.466 0.424  0.42
H40 -7.285 -1.711 -1.924  0.48
H41 -4.950 -1.293 -2.566  0.39
H42 -1.532 -2.566 -2.465  0.53
H43 -1.425 -3.125 -4.872  0.43
H44 -2.376 -1.585 -6.542  0.41
H45 -3.492 0.487 -5.813  0.51
H46 -3.627 1.044 -3.406  0.06
H47 -0.789 3.196 1.228  -0.31
H48 -0.418 5.572 1.752  0.49
H49 0.421 7.107 -0.002  0.44
H50 1.000 6.216 -2.228  0.51
H51 0.616 3.856 -2.757  0.83
H52 -1.673 3.127 -3.378  0.29
H53 -1.311 2.985 -5.823  0.47
H54 0.184 1.250 -6.742  0.45
H55 1.271 -0.361 -5.248  0.50
H56 0.884 -0.242 -2.786  -1.16
C70 0.127 -5.240 0.238  -0.91
S1 0.046 -3.488 -0.118  1.39
O2 0.423 -3.211 -1.494  -0.39
O3 -1.328 -3.024 0.097  -0.66
O4 0.951 -2.795 0.807  -0.59
H57 -0.656 -5.742 -0.316  0.35
H58 -0.024 -5.348 1.305  0.23
H59 1.106 -5.593 -0.060  0.28



2 unconnected molecules or ions with the total composition C10H11IN3O at a distorted geometry. Source: the Open Molecules 2025 dataset; level of theory: ωB97M-V/def2-TZVPD.

The calculation puts the highest occupied orbital energy (alpha / beta) at -9.776 / -11.925 eV. Its net charge is +1. As for the energy above the lowest of the compared OMol25 structures with the same formula, charge and spin: 42.9 kcal per mole. The spin multiplicity is 3. The LUMO energy (alpha / beta) comes out at -3.4 / -6.2 eV. The HOMO-LUMO gap (alpha / beta) comes out at 6.4 / 5.7 eV.

Last column: Mulliken charge in e.
Geometry (Å):
C1 -2.576 -2.146 1.584  -0.69
C2 -2.058 -0.823 1.818  -0.49
C3 -2.514 -2.650 0.256  -0.49
C4 -1.312 -0.140 0.904  -0.55
C5 -1.559 -2.110 -0.641  -0.32
C6 -1.153 -0.840 -0.220  0.86
C7 1.284 -0.373 -1.106  0.59
C8 1.009 1.827 -0.524  0.27
C9 0.081 0.185 -1.829  -0.37
C10 2.768 0.756 0.660  -1.16
N1 1.682 0.753 -0.239  0.18
N2 0.035 1.596 -1.457  -0.05
N3 1.280 2.917 0.167  -0.33
O1 1.846 -1.414 -1.061  -0.51
I1 -0.411 -0.490 -3.720  0.37
H1 -3.209 -2.605 2.271  0.42
H2 -2.186 -0.411 2.784  0.40
H3 -3.004 -3.649 -0.113  0.29
H4 -0.924 0.839 1.004  0.37
H5 -1.129 -2.371 -1.627  0.21
H6 3.511 1.584 0.475  0.38
H7 2.448 0.819 1.619  0.49
H8 3.249 -0.289 0.546  0.34
H9 -0.271 2.250 -2.212  0.36
H10 2.143 2.887 0.642  0.14
H11 0.970 3.897 0.017  0.27



A gas-phase ion, C5H10N (charge +1) at a distorted geometry. Source: the Open Molecules 2025 dataset; level of theory: ωB97M-V/def2-TZVPD.

The calculation puts the highest occupied orbital energy (alpha / beta) at -9.547 / -15.222 eV. Its net charge is +1. As for the energy above the lowest of the compared OMol25 structures with the same formula, charge and spin: 84.2 kcal per mole. The spin multiplicity is 3. The LUMO energy (alpha / beta) comes out at -3.6 / -6.8 eV. The HOMO-LUMO gap (alpha / beta) comes out at 5.9 / 8.5 eV.

Last column: Mulliken charge in e.
Geometry (Å):
C1 1.007 0.001 1.301  -0.48
C2 1.110 -1.194 0.463  -0.65
C3 -0.038 1.787 -1.547  -0.95
C4 -0.130 0.592 -1.078  -0.56
C5 -0.064 -0.295 0.273  0.61
N1 -1.483 -0.695 0.539  -0.17
H1 1.019 0.236 2.418  0.31
H2 1.651 0.703 0.863  0.28
H3 1.933 -1.209 -0.388  0.23
H4 0.929 -2.213 0.805  0.27
H5 0.322 2.587 -0.912  0.34
H6 -0.233 2.136 -2.592  0.30
H7 -0.632 -0.066 -1.789  0.29
H8 -1.865 -1.189 -0.306  0.43
H9 -1.986 0.180 0.668  0.38
H10 -1.541 -1.360 1.282  0.37



| no. | E (Ha) |
| --- | --- |
| 1 | -7014.79363 |
| 2 | -924.42630 |
| 3 | -250.72524 |